Here is a structure of composition C25H56MnN2O3P2 at a distorted geometry from the Open Molecules 2025 dataset. Energies are from wB97M-V/def2-TZVPD.

Atoms and positions in Å:
1 Mn -0.0337 0.0690 -0.5120
2 C 0.0920 0.7802 1.2266
3 O 0.1998 1.9505 1.5682
4 C -1.8068 0.0448 -0.7262
5 O -2.9741 0.2318 -0.8207
6 P 0.0846 2.1733 -1.6655
7 C -0.0545 2.0072 -3.5208
8 H -0.0335 3.0456 -3.8805
9 C -1.3288 3.3930 -1.3855
10 H -2.1934 2.7116 -1.4737
11 C 1.6999 3.1256 -1.6133
12 H 2.3905 2.3726 -2.0272
13 C 1.4006 -3.4030 0.6969
14 P 0.0331 -2.4506 -0.2113
15 H -0.4165 -4.1386 -1.8839
16 H 2.2633 -3.2147 0.0384
17 C -1.4481 -3.4334 0.4050
18 H -1.1406 -4.4867 0.2905
19 C -1.3518 3.9938 0.0148
20 H -2.2841 4.5666 0.1416
21 H -0.5172 4.6885 0.1826
22 H -1.3147 3.2248 0.7901
23 C -1.4969 4.5331 -2.3964
24 H -0.7025 5.2835 -2.3006
25 H -2.4444 5.0397 -2.1612
26 H -1.5597 4.2042 -3.4383
27 C 1.7793 4.3837 -2.4854
28 H 1.4641 4.2337 -3.5238
29 H 2.8325 4.6988 -2.5180
30 H 1.2119 5.2180 -2.0532
31 C 2.1823 3.4501 -0.2032
32 H 3.1728 3.9248 -0.2709
33 H 2.2783 2.5478 0.4102
34 H 1.5163 4.1484 0.3180
35 C 1.1415 1.2864 -4.1407
36 H 2.0873 1.8115 -3.9591
37 H 0.9958 1.2336 -5.2290
38 H 1.2376 0.2589 -3.7622
39 C -1.3796 1.3943 -3.9722
40 H -1.4732 0.3467 -3.6530
41 H -1.4141 1.4167 -5.0722
42 H -2.2514 1.9475 -3.6001
43 C 1.1674 -4.9223 0.7872
44 H 0.8867 -5.3648 -0.1753
45 H 0.4011 -5.1884 1.5298
46 H 2.0986 -5.4085 1.1135
47 C 1.7759 -2.8367 2.0723
48 H 1.1484 -3.2444 2.8794
49 C -0.5977 -2.2901 -2.9679
50 H 1.6881 -1.7468 2.1046
51 H 2.8211 -3.1064 2.3068
52 C 1.5623 -3.4499 -2.4070
53 H -0.1445 -1.2834 -3.0057
54 H -0.4926 -2.7236 -3.9723
55 H -1.6714 -2.1769 -2.7644
56 C 0.1249 -3.1785 -1.9481
57 H 1.5679 -3.6861 -3.4805
58 H 2.0116 -4.3021 -1.8847
59 H 2.2036 -2.5698 -2.2559
60 C -2.7135 -3.2508 -0.4261
61 H -2.9864 -2.1960 -0.5338
62 H -3.5404 -3.7659 0.0826
63 H -2.6131 -3.6935 -1.4230
64 C -1.7030 -3.1842 1.8942
65 H -1.8433 -2.1141 2.1063
66 H -0.8813 -3.5500 2.5255
67 H -2.6120 -3.7225 2.2048
68 H 0.5234 -1.8813 -5.5032
69 H 0.4745 -1.1910 -5.7937
70 C -2.3013 0.6375 3.1616
71 N -1.1553 0.3618 4.0576
72 C -1.5191 0.2837 5.4719
73 C 0.0602 0.1969 3.5732
74 O 0.1031 -0.1967 2.2552
75 N 1.2346 0.3640 4.1615
76 C 1.5359 0.0195 5.5559
77 C 2.4452 0.6834 3.3738
78 H -3.1675 0.7986 3.8064
79 H -2.5198 -0.2101 2.4970
80 H -2.1170 1.5444 2.5712
81 H -1.2104 -0.6851 5.8911
82 H -1.1072 1.1204 6.0406
83 H -2.6038 0.3366 5.5236
84 H 1.9768 -0.9851 5.6155
85 H 2.2868 0.7273 5.9114
86 H 0.6682 0.0844 6.2073
87 H 2.8619 -0.1974 2.8629
88 H 2.2551 1.5000 2.6604
89 H 3.1730 1.0307 4.1141

Properties
- Multiplicity: 4
- Total energy: -3153.33110 Eh
- Total charge: +4
- Maximum force: 0.1747 hartree/bohr
- Kohn-Sham gap (alpha / beta): 0.2316 / 0.1464 Ha
- E_LUMO (alpha / beta): -14.5 / -16.9 eV
- ΔE to the lowest compared entry with this formula, charge and spin: 46.9 kcal per mole

Here is a cluster of 3 separate species, C19H42ClFN2O8S in total at a distorted geometry from the Open Molecules 2025 dataset. Energies are from wB97M-V/def2-TZVPD.

Atoms and positions in Å:
1 C -3.4510 -0.7486 1.8485
2 C -2.1043 -0.8535 1.1428
3 F -1.9790 0.1822 0.2362
4 C -0.8939 -0.7619 2.0727
5 O 0.2869 -0.7383 1.1746
6 S 0.8350 -2.2009 0.9173
7 O 2.1442 -2.2841 1.4669
8 O 0.6325 -2.6066 -0.4229
9 O -0.2013 -2.9428 1.8707
10 C -0.5702 -1.9746 2.9099
11 C -1.6253 -2.6584 3.7628
12 C -2.0905 -1.9089 5.0080
13 C -0.9972 -1.2642 5.8232
14 Cl -0.4619 0.2693 5.1123
15 H -4.0232 -1.6566 1.6825
16 H -4.0003 0.0755 1.4077
17 H -3.3384 -0.6064 2.9167
18 H -2.0332 -1.7812 0.5797
19 H -0.8354 0.2056 2.5637
20 H 0.3331 -1.8525 3.5045
21 H -2.4956 -2.8957 3.1544
22 H -1.1991 -3.6170 4.0511
23 H -2.5601 -2.6439 5.6623
24 H -2.8692 -1.1873 4.7774
25 H -1.3785 -1.0278 6.8114
26 H -0.1532 -1.9322 5.9667
27 C 3.3944 5.2798 4.2916
28 O 3.0318 5.6105 2.9675
29 C 3.9601 5.2140 1.9673
30 C 3.4745 4.0250 1.1655
31 N 3.4638 2.8012 1.9544
32 C 2.7293 1.6772 1.3696
33 C 1.2695 1.8502 0.9654
34 O 0.3508 1.9565 2.0413
35 C 0.2993 3.2184 2.6780
36 H 2.7686 5.8717 4.9578
37 H 3.2254 4.2218 4.5207
38 H 4.4421 5.5227 4.4904
39 H 4.9442 5.0206 2.4056
40 H 4.0625 6.0609 1.2835
41 H 4.1429 3.8878 0.3095
42 H 2.4826 4.2838 0.7730
43 H 3.0707 2.9983 2.8641
44 H 2.7711 0.8592 2.0921
45 H 3.2788 1.3425 0.4835
46 H 0.9835 0.9388 0.4378
47 H 1.1177 2.6758 0.2595
48 H 0.4064 4.0401 1.9661
49 H 1.0600 3.2995 3.4593
50 H -0.6740 3.3045 3.1625
51 C -1.5141 -0.2157 -7.5729
52 O -1.5266 -1.6268 -7.5299
53 C -0.2516 -2.2410 -7.4024
54 C -0.0110 -2.7978 -6.0150
55 N 0.1544 -1.7456 -5.0229
56 C 0.0860 -2.1772 -3.6232
57 C -1.1335 -2.9428 -3.1253
58 O -2.3222 -2.1788 -2.9995
59 C -3.0060 -1.9078 -4.2042
60 H -2.4833 0.1070 -7.9503
61 H -1.3706 0.2322 -6.5835
62 H -0.7365 0.1556 -8.2467
63 H 0.5440 -1.5477 -7.6935
64 H -0.2370 -3.0769 -8.1072
65 H 0.8992 -3.4057 -6.0396
66 H -0.8502 -3.4673 -5.7856
67 H -0.5516 -1.0382 -5.1715
68 H 0.1775 -1.2803 -3.0082
69 H 0.9687 -2.7908 -3.4170
70 H -0.8991 -3.2692 -2.1145
71 H -1.3298 -3.8529 -3.7077
72 H -2.9722 -2.7570 -4.8923
73 H -2.6131 -1.0167 -4.7023
74 H -4.0480 -1.7085 -3.9520

Properties
- Multiplicity: 1
- Total energy: -2418.69654 Eh
- SMILES: C[C@@H](F)[C@@H]1OS(=O)(=O)O[C@@H]1CCCCl.COCCNCCOC.COCCNCCOC
- Maximum force: 0.0242 hartree/bohr
- Kohn-Sham gap: 0.3229 Ha
- E_LUMO: 0.5 eV

Here is a structure of composition C56H45Cl2IN5O3P2PtS at a distorted geometry from the Open Molecules 2025 dataset. Energies are from wB97M-V/def2-TZVPD.

Atoms and positions in Å:
1 Pt -0.2021 -0.2051 0.1894
2 O -1.0918 -1.2610 -2.7917
3 S -0.4867 -1.7659 -1.5584
4 C -1.3982 -3.1401 -0.9459
5 C -1.3943 -4.3325 -1.6662
6 C -2.2010 -5.3647 -1.2195
7 C -2.9919 -5.1985 -0.0852
8 C -2.9829 -4.0015 0.6182
9 C -2.1765 -2.9544 0.1799
10 P -2.2168 -1.3631 1.0218
11 C -2.5636 -1.7730 2.7321
12 C -3.7804 -1.3850 3.3045
13 C -4.1135 -1.8198 4.5805
14 C -3.2511 -2.6460 5.2796
15 C -2.0585 -3.0657 4.6969
16 C -1.7108 -2.6331 3.4332
17 C -3.6630 -0.5230 0.3990
18 C -4.3717 -1.0450 -0.6836
19 C -5.5134 -0.3942 -1.1335
20 C -5.9408 0.7693 -0.5116
21 C -5.2313 1.2973 0.5658
22 C -4.0905 0.6599 1.0165
23 C 1.0720 -2.4427 -1.9222
24 C 1.3006 -2.9949 -3.1767
25 C 2.5288 -3.6021 -3.3915
26 C 3.4814 -3.6413 -2.3753
27 C 3.2402 -3.0380 -1.1466
28 C 2.0132 -2.4206 -0.9183
29 P 1.7287 -1.5721 0.6463
30 C 3.2837 -0.7167 0.9453
31 C 4.0593 -1.0741 2.0576
32 C 5.2964 -0.4817 2.2615
33 C 5.7776 0.4604 1.3684
34 C 5.0308 0.7987 0.2453
35 C 3.7948 0.2190 0.0309
36 C 1.5462 -2.8689 1.8711
37 C 1.2207 -4.1510 1.4144
38 C 1.1249 -5.2090 2.3075
39 C 1.3656 -4.9961 3.6555
40 C 1.6854 -3.7230 4.1197
41 C 1.7630 -2.6580 3.2413
42 H -0.7842 -4.4631 -2.5491
43 H -2.2114 -6.3037 -1.7585
44 H -3.6219 -6.0104 0.2552
45 H -3.6046 -3.8815 1.4968
46 H -4.4819 -0.7692 2.7633
47 H -5.0571 -1.5199 5.0173
48 H -3.5135 -2.9796 6.2760
49 H -1.4021 -3.7369 5.2338
50 H -0.7960 -2.9765 2.9861
51 H -4.0582 -1.9631 -1.1660
52 H -6.0754 -0.8064 -1.9620
53 H -6.8362 1.2679 -0.8614
54 H -5.5735 2.2029 1.0510
55 H -3.5395 1.0737 1.8545
56 H 0.5541 -2.9315 -3.9597
57 H 2.7469 -4.0382 -4.3579
58 H 4.4343 -4.1236 -2.5507
59 H 4.0077 -3.0351 -0.3818
60 H 3.7302 -1.8291 2.7497
61 H 5.8869 -0.7692 3.1217
62 H 6.7472 0.9140 1.5315
63 H 5.4204 1.5100 -0.4717
64 H 3.2642 0.4601 -0.8713
65 H 1.0561 -4.3376 0.3595
66 H 0.8867 -6.2007 1.9461
67 H 1.3112 -5.8261 4.3495
68 H 1.8797 -3.5636 5.1727
69 H 2.0033 -1.6785 3.6202
70 I -3.3712 4.9950 -0.9864
71 C -2.6132 3.1050 -1.1844
72 C -2.6992 2.2844 -2.2848
73 N -2.1217 1.1164 -1.9728
74 N -1.6736 1.1201 -0.7031
75 C -1.9388 2.3470 -0.2273
76 H -3.1516 2.4430 -3.2523
77 H -2.0208 0.2878 -2.5447
78 H -1.6750 2.6154 0.7826
79 N 1.5278 2.1566 -0.4721
80 C 2.0626 2.8905 -1.4518
81 C 1.9604 2.1636 -2.6225
82 C 1.3380 0.9755 -2.2559
83 N 1.0979 0.9730 -0.9378
84 H 1.4246 2.3821 0.5110
85 H 2.4752 3.8674 -1.2525
86 H 2.2913 2.4545 -3.6060
87 H 1.0773 0.1306 -2.8750
88 Cl 0.5755 5.4209 0.1561
89 C 0.7534 6.3455 1.6462
90 C 0.6237 7.7176 1.5670
91 C 0.8038 8.4723 2.7113
92 C 1.0636 7.8319 3.9091
93 C 1.1535 6.4489 3.9655
94 Cl 1.2821 5.7260 5.5360
95 C 1.0422 5.6596 2.8203
96 N 1.1355 4.2519 2.8082
97 C 2.0929 3.4877 3.5183
98 C 3.3673 4.0096 3.7170
99 C 4.3286 3.3082 4.4216
100 C 4.0347 2.0568 4.9437
101 C 2.7714 1.5381 4.7480
102 C 1.7885 2.2304 4.0319
103 C 0.4129 1.6020 3.9794
104 C 0.1425 0.8012 2.7306
105 O 0.0163 -0.4206 2.7839
106 O 0.0672 1.3061 1.5316
107 H 0.4002 8.1831 0.6169
108 H 0.7295 9.5498 2.6726
109 H 1.1700 8.3959 4.8261
110 H 0.5624 3.7718 2.1397
111 H 3.5966 4.9894 3.3140
112 H 5.3067 3.7462 4.5746
113 H 4.7747 1.5051 5.5076
114 H 2.5170 0.5751 5.1839
115 H -0.3731 2.3548 4.1086
116 H 0.3318 0.8721 4.7789

Properties
- Multiplicity: 1
- Total energy: -5077.95808 Eh
- Total charge: +3
- Maximum force: 0.0719 hartree/bohr
- Kohn-Sham gap: 0.1754 Ha
- E_LUMO: -9.0 eV
- ΔE to the lowest compared entry with this formula, charge and spin: 0.0 kcal per mole

Here is the molecule C14H18N2O5 at a distorted geometry from the Open Molecules 2025 dataset. Energies are from wB97M-V/def2-TZVPD.

Atoms and positions in Å:
1 C 2.0440 -1.2940 -0.3480
2 C 2.7560 -0.2563 0.5424
3 C 0.9343 -1.9506 0.4961
4 C 0.0287 -2.8530 -0.3443
5 C -1.1738 -2.1557 -0.9239
6 C 1.0509 1.5692 0.0722
7 C 1.3020 2.8087 -0.8068
8 C -0.0054 1.8591 1.1777
9 C -1.3915 1.3859 0.8039
10 C -2.0812 1.9383 -0.2902
11 C -1.9945 0.3383 1.5007
12 C -3.3226 1.4367 -0.6655
13 C -3.2337 -0.1708 1.1229
14 C -3.8914 0.3683 0.0154
15 H 3.5375 -1.9411 -1.5419
16 H 3.5458 -2.5539 -0.0289
17 H 1.5643 -0.8265 -1.2324
18 H 0.3683 -1.1823 1.0333
19 H 1.4188 -2.5544 1.2609
20 H -0.3750 -3.6953 0.2788
21 H 0.5975 -3.3124 -1.1458
22 H -1.7227 -0.4859 -1.6212
23 H 2.7475 1.5677 1.3133
24 H 0.6197 0.8242 -0.6222
25 H 0.3274 1.3516 2.0607
26 H -0.0234 2.9477 1.3646
27 H -1.6149 2.7641 -0.8022
28 H -1.4990 -0.0851 2.3525
29 H -3.8440 1.8727 -1.5486
30 H -3.6752 -0.9970 1.6919
31 H -4.8609 0.0009 -0.3013
32 H 3.0561 2.1156 -1.0154
33 N 2.9560 -2.3089 -0.8309
34 N 2.3150 1.0497 0.5607
35 O 3.7120 -0.5880 1.2179
36 O -2.2892 -2.6067 -0.9928
37 O -0.8688 -0.9206 -1.4123
38 O 0.4775 3.6770 -1.0020
39 O 2.5075 2.8630 -1.3892

Properties
- Multiplicity: 1
- Total energy: -1030.06518 Eh
- SMILES: N[C@@H](CCC(=O)O)C(=O)N[C@@H](Cc1ccccc1)C(=O)O
- Maximum force: 0.0294 hartree/bohr
- Kohn-Sham gap: 0.3625 Ha
- E_LUMO: 0.4 eV
- ΔE to the lowest compared entry with this formula, charge and spin: 8.2 kcal per mole

Here is a cluster of 2 separate species, C8H20ClNO in total at a distorted geometry from the Open Molecules 2025 dataset. Energies are from wB97M-V/def2-TZVPD.

Atoms and positions in Å:
1 C 2.8299 0.1784 0.4485
2 C 1.3796 -0.3202 0.0968
3 N 0.3276 0.7211 -0.0841
4 C 0.0551 1.4139 1.2171
5 C 0.8235 1.6952 -1.0575
6 C 1.1255 1.2976 -2.4649
7 C -0.8782 -0.0133 -0.5951
8 C -1.6355 -0.8400 0.4802
9 O -2.5924 -1.6308 -0.2645
10 C -3.4318 -2.4298 0.4955
11 H 3.2574 0.6169 -0.3083
12 H 3.3788 -0.7210 0.6575
13 H 2.6658 0.5229 1.3249
14 H 1.1350 -1.0059 0.9654
15 H 1.6054 -0.9916 -0.7611
16 H 0.8803 2.0244 1.7084
17 H -0.0784 0.7144 1.9854
18 H -0.9585 1.8764 1.3780
19 H 1.8511 2.2899 -0.7372
20 H 0.1902 2.6310 -1.3644
21 H 1.5020 2.0667 -3.0437
22 H 0.3630 0.9790 -3.0179
23 H 1.9840 0.4690 -2.5887
24 H -0.5427 -0.7631 -1.4938
25 H -1.6462 0.5969 -0.9881
26 H -2.0958 -0.0065 1.0459
27 H -1.0441 -1.6278 1.1402
28 H -4.3588 -1.9072 0.8952
29 H -2.8029 -2.9676 1.2726
30 H -3.6530 -3.2357 -0.0312
31 Cl 0.3640 -1.6332 3.6890

Properties
- Multiplicity: 1
- Total energy: -906.78485 Eh
- Maximum force: 0.1346 hartree/bohr
- Kohn-Sham gap: 0.2621 Ha
- E_LUMO: 0.0 eV
- ΔE to the lowest compared entry with this formula, charge and spin: 82.6 kcal per mole